Here is a molecular structure, C17H46F6N6O3P2Si2 at a distorted geometry from the OMol25 dataset. Energies are from ωB97M-V/def2-TZVPD.

Each line ends with the Löwdin charge.
Cartesian coordinates (Å):
1 C 6.67 -0.68 2.07  -0.07
2 C 6.13 0.76 2.13  -0.39
3 F 7.00 1.53 2.91  -0.07
4 Si 6.11 1.50 0.39  0.61
5 C 7.82 1.37 -0.31  -0.17
6 C 7.96 1.52 -1.82  -0.24
7 F 7.94 0.26 -2.40  -0.06
8 O 5.71 3.10 0.34  -0.28
9 Si 4.77 3.93 1.41  0.45
10 F 5.71 4.96 2.18  -0.17
11 C 4.75 0.54 -0.61  -0.56
12 F 4.50 -0.70 -0.11  0.08
13 F 5.04 0.38 -1.93  0.09
14 F 3.56 1.22 -0.55  0.06
15 H 7.63 -0.73 2.59  0.09
16 H 5.96 -1.39 2.47  0.08
17 H 6.84 -1.00 1.04  0.06
18 H 5.15 0.73 2.60  0.11
19 H 8.34 0.48 0.03  0.09
20 H 8.35 2.21 0.15  0.10
21 H 7.17 2.11 -2.28  0.11
22 H 8.93 1.94 -2.08  0.11
23 H 4.09 3.03 2.35  0.00
24 H 3.78 4.72 0.66  -0.02
25 O -1.09 -1.27 -1.33  -0.27
26 P -1.01 -0.54 -2.62  0.62
27 N -1.93 -1.43 -3.73  -0.30
28 C -1.81 -1.41 -5.17  -0.13
29 C -3.32 -1.54 -3.32  -0.12
30 N 0.67 -0.61 -3.04  -0.29
31 C 1.16 -1.42 -4.15  -0.14
32 C 1.50 -0.89 -1.86  -0.13
33 N -1.34 1.06 -3.06  -0.30
34 C -0.48 1.72 -4.03  -0.12
35 C -1.56 1.93 -1.89  -0.11
36 H -2.24 -0.51 -5.63  0.09
37 H -2.35 -2.28 -5.57  0.09
38 H -0.79 -1.52 -5.51  0.04
39 H -3.87 -0.60 -3.48  0.08
40 H -3.39 -1.80 -2.26  0.07
41 H -3.81 -2.33 -3.88  0.08
42 H 0.83 -2.46 -4.12  0.09
43 H 2.25 -1.41 -4.13  0.08
44 H 0.90 -0.98 -5.11  0.06
45 H 1.52 -1.96 -1.60  0.09
46 H 1.16 -0.34 -0.99  0.07
47 H 2.52 -0.57 -2.07  0.06
48 H 0.55 1.83 -3.68  0.08
49 H -0.90 2.71 -4.21  0.08
50 H -0.48 1.20 -4.99  0.07
51 H -0.64 2.09 -1.31  0.09
52 H -2.30 1.48 -1.22  0.05
53 H -1.94 2.90 -2.20  0.08
54 O -2.90 -1.77 4.25  -0.27
55 P -3.91 -1.28 3.31  0.60
56 N -3.14 -0.94 1.85  -0.29
57 C -3.57 -0.04 0.81  -0.13
58 C -2.52 -2.14 1.28  -0.12
59 N -4.47 0.20 4.05  -0.30
60 C -4.18 1.51 3.49  -0.15
61 C -4.16 0.24 5.48  -0.15
62 N -5.42 -1.88 2.79  -0.30
63 C -6.53 -0.97 2.60  -0.13
64 C -5.84 -3.06 3.58  -0.13
65 H -4.40 -0.44 0.20  0.09
66 H -2.73 0.14 0.14  0.05
67 H -3.86 0.93 1.19  0.04
68 H -3.27 -2.81 0.83  0.08
69 H -1.98 -2.69 2.05  0.07
70 H -1.80 -1.86 0.51  0.04
71 H -3.11 1.67 3.28  0.09
72 H -4.51 2.28 4.19  0.08
73 H -4.75 1.70 2.58  0.06
74 H -3.12 0.52 5.68  0.08
75 H -4.33 -0.73 5.95  0.07
76 H -4.82 0.96 5.97  0.08
77 H -6.85 -0.48 3.52  0.08
78 H -7.37 -1.56 2.21  0.08
79 H -6.31 -0.22 1.85  0.07
80 H -6.10 -2.79 4.61  0.08
81 H -5.04 -3.80 3.61  0.08
82 H -6.71 -3.53 3.11  0.08

Strongest force on any atom: 4.40 eV/A
Gap between HOMO and LUMO: 8.91 eV
M: 614.70 g mol⁻¹
E: -84101.4047 eV
Net charge: 0